1.
Molecular formula: C33H32ClSi
Method: DFT, ωB97M-V/def2-TZVPD

Computed properties:
Total charge ... +1
HOMO ... -11.297 eV
E_LUMO ... -5.4 eV
Orbital gap ... 5.865 eV

Structure (XYZ):
```
67
Properties=species:S:1:pos:R:3:forces:R:3
Cl 0.207662 5.590343 4.470944 0.044 0.064 0.043
Si 1.602828 -1.215379 -0.751348 0.846 -0.015 -0.696
C -1.981370 2.317112 3.775931 0.347 0.192 0.283
C -0.602377 4.305896 3.680338 -0.338 -0.670 -0.416
C -1.952781 2.214650 2.379765 0.880 -0.629 -0.559
C -1.195561 -3.595206 -2.635980 0.232 0.031 0.090
C 4.426898 -3.675430 -2.555295 -0.145 0.170 0.157
C -1.177175 -0.127508 0.172463 -0.386 -0.829 -0.775
C -3.811485 0.461907 2.492616 -0.589 -0.957 -0.399
C 1.015081 -1.261130 1.033218 0.614 0.319 0.021
C -0.068991 -3.163797 -1.923709 -0.590 0.062 -0.220
C 2.647596 0.829530 -2.393286 -0.129 0.542 0.078
C -0.373768 -0.728624 1.234861 -1.027 -0.160 2.843
C 5.384736 -3.852477 -1.552053 -0.274 0.199 0.053
C 2.592980 3.202141 -1.910741 -0.139 -0.175 0.115
C 3.095940 -2.297279 -1.054570 0.015 -0.034 0.277
C 5.201688 -3.247264 -0.303144 -0.124 0.085 0.012
C 1.997437 2.933404 -0.673040 0.012 -0.130 -0.020
C -0.537351 4.193249 2.283717 -0.280 -0.381 -0.012
C 1.718653 1.615110 -0.293975 0.164 0.278 -0.563
C -1.550428 -1.341488 -3.445513 0.212 0.052 0.010
C 4.063970 -2.469489 -0.053415 0.262 -0.340 -0.419
C -3.636148 1.816736 0.576426 0.005 -1.157 -0.306
C -1.947093 -2.680812 -3.380471 0.104 0.131 0.106
C 3.285334 -2.902042 -2.306823 0.401 -0.184 0.114
C -1.097469 -0.755001 2.409931 2.477 -2.451 -0.591
C -4.907619 0.036639 1.486277 0.510 0.004 0.175
C -0.418401 -0.908990 -2.745651 -0.385 -0.439 -0.054
C -4.780768 1.106499 0.435024 0.651 0.122 0.076
C -1.324006 3.367023 4.427263 -0.174 -0.242 -0.441
C 0.293216 -1.809416 -1.936504 -0.197 0.153 -0.007
C 2.012674 0.557291 -1.169949 0.157 0.127 0.153
C 2.920294 2.149360 -2.771213 -0.063 -0.226 0.188
C -2.758080 1.187444 1.649300 -3.234 4.102 0.799
C -1.218904 3.155957 1.642666 0.247 0.470 0.283
H -0.100582 0.135276 -2.813197 -0.133 -0.289 0.051
H -0.588918 -0.921540 3.364232 -0.086 -0.431 -0.313
H -5.532583 1.238646 -0.339661 0.127 0.266 0.225
H -1.374163 3.456336 5.506836 0.020 0.003 -0.134
H -2.108749 -1.168308 2.325234 0.213 1.297 0.148
H -5.901567 -0.012098 1.948082 0.218 0.040 -0.164
H 2.805427 4.231613 -2.202871 -0.063 -0.296 0.093
H 1.273854 1.421282 0.687145 0.118 0.100 -0.276
H 0.526566 -3.882557 -1.353454 -0.243 0.192 -0.123
H -1.481439 -4.647557 -2.601316 0.044 0.299 -0.066
H 2.931748 0.007490 -3.056050 -0.127 0.244 0.164
H -3.288041 2.658754 -0.027587 -0.261 -0.418 0.149
H -4.681426 -0.962601 1.080713 -0.195 0.188 -0.062
H 4.559255 -4.137852 -3.534033 0.005 0.103 0.276
H 5.948281 -3.380167 0.480817 -0.186 0.021 -0.223
H -1.729191 -0.853866 -0.437826 -0.342 0.441 0.016
H -2.838396 -3.009725 -3.917978 0.290 0.069 0.150
H 1.744039 3.745556 0.009835 0.162 -0.125 -0.205
H 2.538825 -2.774202 -3.095207 0.232 -0.073 0.231
H -2.115449 -0.620282 -4.037721 0.114 -0.274 0.072
H -4.265263 1.236027 3.126454 0.305 0.011 -0.268
H -3.485877 -0.331906 3.163605 -0.007 0.232 -0.180
H 3.386112 2.347919 -3.736945 -0.080 0.000 0.292
H 1.756797 -0.693912 1.623145 -0.182 -0.204 -0.043
H -1.198476 3.101391 0.551464 0.150 -0.012 0.333
H -2.539056 1.590814 4.370249 0.266 0.269 -0.146
H -2.021930 0.458039 0.840848 0.484 -0.362 -0.836
H 0.032299 4.916029 1.708576 -0.107 -0.065 0.100
H 6.271736 -4.458504 -1.745291 -0.272 0.192 0.085
H 1.083826 -2.316096 1.355549 -0.254 0.477 0.122
H -0.661720 0.610084 -0.457818 -0.448 0.192 0.347
H 3.926860 -1.993029 0.920140 0.133 -0.171 -0.211
```
Positions in Å, forces in eV/Å.

2.
Molecular formula: C33H32GeN4O2OsS6
Method: DFT, ωB97M-V/def2-TZVPD

Computed properties:
Total charge ... +2
Relative energy (zero: lowest compared OMol25 entry of this formula, charge and spin) ... 6.263 eV
HOMO (spin up / spin down) ... -12.259 / -12.259 eV
E_LUMO (spin up / spin down) ... -6.9 / -6.9 eV
Orbital gap (spin up / spin down) ... 5.384 / 5.383 eV

Structure (XYZ):
```
79
Properties=species:S:1:pos:R:3:forces:R:3
Os 0.222035 -0.208529 -1.233935 -0.856 -0.760 0.787
Ge -2.457457 0.550402 0.836356 -0.748 0.358 -0.269
S 1.885829 3.646369 3.741835 0.001 0.013 0.042
S 4.249295 3.101340 5.317595 -0.064 0.064 0.011
S 0.871753 -0.307074 1.113264 -0.284 0.479 -0.539
S 1.935954 4.484654 6.593654 -0.014 -0.001 0.004
S 5.695989 1.589777 3.228648 -0.071 -0.098 -0.058
S 2.845275 2.111796 1.345038 -0.124 0.039 -0.056
O 0.479225 2.190135 -0.913102 0.418 -0.071 -0.114
O -1.342439 1.078794 -0.626100 0.239 0.515 -0.065
N 2.107394 -2.635666 -1.349451 0.178 -0.227 0.015
N 3.321198 -3.327731 0.371609 0.005 -0.062 -0.022
N 1.355405 -1.725878 -2.049221 0.281 0.427 -0.467
N -0.217155 -0.041642 -3.230294 0.051 -0.234 0.063
C -6.319323 -0.602928 -0.515054 -0.021 0.051 -0.051
C -1.602203 -2.288231 1.549714 -0.205 0.267 0.082
C 6.329336 2.601048 1.868452 0.069 0.041 0.026
C 2.075573 -0.166655 4.014925 0.018 0.068 -0.220
C -1.208067 -2.914448 -1.130357 0.042 0.003 -0.024
C -1.237047 0.956936 -5.131416 -0.012 0.060 0.080
C -1.077888 -3.522554 1.183077 0.042 -0.148 -0.210
C -0.314468 0.462974 2.000885 0.349 -0.399 0.415
C 0.853908 0.551495 4.202104 -0.030 -0.044 0.008
C -4.586647 1.501226 -0.984624 0.221 0.228 0.134
C -0.603081 2.157318 -0.345295 -0.117 -0.188 -0.036
C -0.855712 -3.829059 -0.150585 0.039 -0.109 0.155
C 3.138430 2.709695 2.964560 0.065 -0.108 0.113
C -6.659483 0.380339 -1.430817 -0.009 -0.024 0.023
C 1.803883 -3.131968 -4.017832 -0.008 0.011 0.061
C 1.180081 -1.968523 -3.315085 -0.097 0.173 -0.191
C -1.166498 3.084668 0.691209 0.066 0.051 -0.053
C -0.730645 -0.040283 -5.945848 0.058 -0.091 0.075
C 2.635908 3.786750 5.313712 0.078 -0.027 -0.065
C 2.514855 0.319248 1.561146 0.294 -0.125 0.057
C 0.058441 -1.034384 -5.385101 -0.071 0.149 0.103
C -2.358088 2.458403 1.446899 0.036 -0.093 -0.122
C 0.311701 -1.008653 -4.020483 0.253 -0.106 0.066
C 4.254719 2.488866 3.690593 -0.083 0.058 0.001
C 2.612494 -2.336100 -0.140925 0.044 -0.153 0.001
C -5.101845 -0.537359 0.145007 0.146 -0.104 0.103
C -4.213387 0.515720 -0.070532 -0.016 -0.240 0.026
C -0.960012 0.923082 -3.777074 -0.126 0.044 -0.088
C 2.809026 -0.289095 2.886422 -0.042 0.071 0.121
C -1.957516 -1.355899 0.591650 0.091 -0.187 0.190
C -0.141247 0.894928 3.313602 0.139 0.212 0.029
C -5.788755 1.434506 -1.666844 -0.098 -0.029 -0.026
C -1.772856 -1.689058 -0.769327 0.176 0.369 -0.282
H -1.105590 -3.169385 -2.176588 -0.022 0.005 -0.063
H -6.999624 -1.418539 -0.318379 -0.030 -0.053 0.015
H -3.304263 2.891025 1.124954 0.011 0.022 0.035
H 2.869360 -3.198986 -3.791901 0.008 0.005 0.003
H 3.127350 -0.175649 0.804367 -0.072 0.073 0.048
H -0.972311 1.435558 3.752005 -0.041 0.043 0.036
H 2.506167 -0.583384 4.915906 0.007 -0.061 0.048
H -0.939981 -0.045738 -7.005330 0.002 0.001 -0.043
H 7.313323 2.190519 1.650608 0.016 0.007 -0.030
H 1.325948 -4.071708 -3.725837 0.008 -0.040 -0.008
H 0.638951 0.785716 5.239718 -0.013 0.020 0.051
H -7.603308 0.329009 -1.954040 -0.046 0.009 -0.023
H -0.331761 3.348853 1.344944 0.005 -0.014 0.004
H -2.222302 -1.068181 -1.539589 -0.180 -0.120 0.009
H -2.263370 2.628559 2.513532 -0.034 -0.065 0.052
H -1.453307 4.013382 0.187435 0.012 -0.027 0.011
H 3.747023 -3.209767 1.275368 -0.022 -0.010 -0.046
H 5.699829 2.537644 0.986603 -0.040 -0.022 0.003
H -1.716801 -2.059711 2.602272 0.000 0.016 0.029
H -1.339963 1.674534 -3.098773 -0.021 -0.032 -0.029
H -6.057766 2.208179 -2.371669 0.006 0.046 -0.039
H 2.247389 -3.527142 -1.823950 0.017 0.153 0.126
H -4.847862 -1.329426 0.841261 0.023 -0.042 0.025
H 1.712563 -3.048563 -5.093512 -0.021 0.004 -0.030
H 6.441815 3.632041 2.191537 0.003 0.017 0.017
H 3.502117 -4.222980 -0.077116 -0.013 0.070 0.021
H 0.468867 -1.808405 -6.010590 0.033 -0.056 -0.039
H 3.748637 -0.823100 2.957698 0.036 -0.016 -0.015
H -3.937183 2.352936 -1.166440 0.034 0.008 -0.031
H -1.845361 1.755691 -5.528400 -0.009 0.017 -0.019
H -0.450150 -4.792955 -0.423908 0.027 -0.035 -0.010
H -0.834328 -4.248775 1.945159 0.016 -0.039 0.061
```
Positions in Å, forces in eV/Å.

Number 1: F_max 5.28 eV Å⁻¹. Number 2: F_max 1.39 eV Å⁻¹.